DFT (ωB97M-V/def2-TZVPD) results for C23H25N3O3 in the gas phase.

The geometry in XYZ format:
```
54
Properties=species:S:1:pos:R:3:lowdin_charge:R:1
O -0.81 1.93 4.51 0.067
O -0.74 -0.53 1.96 0.093
O 0.41 2.43 0.23 0.021
N 0.80 1.62 2.94 0.072
N -1.57 2.42 1.32 0.006
N 0.44 -2.34 1.32 0.056
C 1.09 -2.87 -2.40 -0.045
C -3.39 0.43 -1.88 -0.033
C -3.47 1.29 0.45 -0.014
C -0.98 3.14 2.43 -0.029
C 0.56 -1.95 -1.50 -0.228
C 2.33 -2.65 -2.96 -0.081
C 0.31 -1.14 1.93 -0.486
C -1.46 1.53 -0.91 -0.083
C 2.55 -0.59 -1.74 -0.265
C 1.62 -0.66 2.55 -0.077
C -0.78 1.36 -2.11 -0.021
C -0.33 2.16 3.42 -0.483
C -0.60 -2.91 0.50 -0.154
C -1.38 0.73 -3.17 -0.066
C 3.32 0.64 -1.38 -0.043
C -2.69 0.26 -3.05 -0.070
C -2.85 1.96 1.44 -0.041
C 3.06 -1.52 -2.64 -0.054
C -0.79 2.15 0.22 -0.369
C 1.30 -0.82 -1.18 -0.023
C -2.79 1.07 -0.79 -0.174
C 1.42 0.48 3.55 -0.160
C -0.77 -2.17 -0.84 -0.119
H 2.68 1.37 -0.88 0.063
H 2.40 0.77 3.97 0.122
H -0.36 -3.96 0.33 0.122
H -1.54 -2.85 1.06 0.123
H 1.37 -2.70 1.17 0.142
H -3.16 -0.24 -3.89 0.105
H 0.52 -3.75 -2.66 0.110
H 1.05 1.85 1.98 0.110
H 3.75 1.10 -2.26 0.081
H -1.75 3.72 2.94 0.134
H -1.44 -2.75 -1.48 0.119
H 0.89 -0.10 -0.50 0.098
H 2.11 -1.49 3.05 0.121
H -3.32 2.15 2.39 0.137
H 2.26 -0.31 1.74 0.116
H 2.74 -3.37 -3.66 0.100
H -0.22 3.82 2.03 0.135
H 4.14 0.39 -0.70 0.082
H -4.40 0.08 -1.79 0.113
H -1.24 -1.21 -0.64 0.094
H -4.47 0.92 0.58 0.112
H 0.23 1.73 -2.19 0.118
H -0.85 0.59 -4.10 0.108
H 0.77 0.17 4.37 0.126
H 4.03 -1.35 -3.08 0.110
```

Output
Relative energy (zero: lowest compared OMol25 entry of this formula, charge and spin), kJ/mol: 18.9
Lowest unoccupied orbital energy, Ha: 0.0216
SMILES: Cc1cccc(CCNC(=O)CCNC(=O)Cn2ccc3ccccc3c2=O)c1
Orbital gap, eV: 8.7045
Strongest force on any atom, eV/A: 1.0
Electronic energy, a.u.: -1281.53248


DFT (ωB97M-V/def2-TZVPD) results for a molecular structure, C23H25N3O3PPdSe2.

The geometry in XYZ format:
```
58
Properties=species:S:1:pos:R:3:lowdin_charge:R:1
Pd 0.80 -0.39 1.47 0.685
Se -0.24 -1.22 -0.61 0.648
Se 0.04 -2.73 1.79 0.647
P -0.39 -3.43 -0.27 0.403
O 4.46 -3.99 -0.99 0.098
O -0.97 0.41 2.07 -0.112
O 0.85 1.45 2.69 -0.030
N -0.38 3.46 3.97 0.112
N 5.92 -2.46 -1.84 0.218
N 2.71 -0.86 1.15 -0.108
C 4.99 -2.90 -0.98 -0.493
C -2.02 -4.07 -0.47 -0.408
C 4.89 -0.58 2.05 0.013
C 0.86 -4.39 -1.06 -0.460
C 4.55 -1.91 0.09 -0.078
C -1.27 2.48 3.25 -0.136
C -2.28 1.99 4.32 -0.073
C -3.46 -5.57 -1.66 -0.023
C 2.05 -4.99 -3.05 -0.037
C -4.53 -5.10 -0.91 -0.004
C -0.41 1.39 2.66 -0.550
C 3.20 -1.64 0.18 -0.053
C 1.34 -5.53 -0.40 -0.069
C 2.53 -6.12 -2.40 -0.019
C 5.41 -1.39 1.04 0.058
C 2.18 -6.39 -1.08 -0.029
C -1.80 2.59 5.66 -0.116
C -0.37 3.03 5.42 -0.071
C 3.53 -0.34 2.07 -0.081
C -4.35 -4.11 0.06 -0.030
C -2.19 -5.06 -1.44 -0.047
C 1.21 -4.11 -2.38 -0.093
C -3.10 -3.59 0.28 -0.087
H -3.61 -6.34 -2.41 0.130
H -0.77 4.40 3.89 0.202
H -2.95 -2.82 1.03 0.095
H 6.31 -3.12 -2.50 0.138
H -3.28 2.33 4.07 0.134
H -0.03 3.86 6.04 0.147
H -2.42 3.43 5.95 0.132
H -1.76 2.99 2.42 0.183
H 0.34 2.21 5.49 0.140
H 2.33 -4.79 -4.08 0.127
H 0.56 3.47 3.57 0.177
H 5.52 -0.16 2.81 0.136
H 6.38 -1.57 -1.74 0.123
H 2.56 -7.27 -0.58 0.130
H 0.83 -3.23 -2.89 0.111
H 3.18 -6.80 -2.92 0.131
H -5.19 -3.76 0.64 0.126
H 2.50 -2.07 -0.53 0.080
H -2.30 0.90 4.33 0.127
H 3.08 0.29 2.83 0.114
H -1.35 -5.44 -2.01 0.115
H 6.47 -1.61 1.01 0.147
H -1.85 1.86 6.47 0.134
H 1.05 -5.74 0.62 0.118
H -5.52 -5.50 -1.08 0.131
```

Output
Lowest unoccupied orbital energy, Ha: -0.4109
Orbital gap, eV: 5.7826
Net charge: +3
Strongest force on any atom, eV/A: 0.2
Electronic energy, a.u.: -6552.64304


DFT (ωB97M-V/def2-TZVPD) results for C23H25N3O4S in the gas phase.

The geometry in XYZ format:
```
56
Properties=species:S:1:pos:R:3:lowdin_charge:R:1
S -2.81 -4.86 1.80 1.087
O -3.99 -2.28 -0.03 0.147
O -3.37 1.81 0.81 0.082
O 1.26 -2.58 0.48 0.090
O -2.71 -1.58 1.69 -0.001
N 2.36 3.57 -2.01 -0.127
N -1.45 0.56 0.80 0.148
N -0.80 -3.25 1.21 0.033
C 1.68 1.57 -0.83 -0.012
C 3.11 2.90 -3.05 -0.225
C 0.74 0.85 -0.13 -0.016
C 2.35 2.80 -4.38 -0.067
C 0.09 3.34 -1.11 -0.015
C -0.53 1.36 0.09 -0.218
C 1.38 2.84 -1.35 -0.240
C 0.14 -2.97 0.26 -0.420
C -2.75 0.80 1.08 -0.437
C -1.65 -4.80 4.37 -0.085
C -1.78 -4.02 -0.77 -0.108
C 0.35 -3.09 3.40 0.007
C -2.08 -3.60 0.66 -0.533
C 3.44 5.77 -2.42 -0.085
C -0.66 -3.53 2.57 -0.211
C -0.64 -4.35 5.20 -0.086
C -3.43 -0.36 1.81 -0.036
C -1.65 -4.39 3.05 -0.439
C -0.53 -3.20 -1.09 -0.041
C -3.05 -2.41 0.71 -0.487
C 2.14 4.99 -2.20 -0.247
C -0.85 2.62 -0.40 -0.005
C 0.35 -3.50 4.73 -0.075
H 3.36 1.89 -2.71 0.100
H 1.45 5.20 -3.03 0.116
H 1.13 -3.16 5.39 0.105
H -1.06 -0.31 1.14 0.136
H 4.06 3.43 -3.20 0.105
H 1.01 -0.13 0.26 0.094
H -2.42 -5.47 4.73 0.108
H 3.24 6.83 -2.31 0.072
H -2.62 -3.81 -1.43 0.122
H 1.12 -2.44 3.02 0.112
H 1.68 5.36 -1.28 0.117
H 2.66 1.15 -0.96 0.108
H 1.39 2.31 -4.22 0.076
H 2.93 2.22 -5.10 0.071
H -1.83 3.03 -0.24 0.101
H -4.44 -0.48 1.41 0.138
H -1.56 -5.09 -0.81 0.121
H 0.16 -3.69 -1.77 0.128
H 2.18 3.78 -4.81 0.064
H -0.63 -4.66 6.23 0.103
H -0.20 4.30 -1.50 0.102
H -0.79 -2.22 -1.52 0.134
H -3.49 -0.13 2.88 0.146
H 4.17 5.47 -1.68 0.081
H 3.84 5.60 -3.41 0.064
```

Output
Relative energy (zero: lowest compared OMol25 entry of this formula, charge and spin), kJ/mol: 19.4
Lowest unoccupied orbital energy, Ha: 0.0193
SMILES: CCN(CC)c1ccc(NC(=O)COC(=O)[C@@]23CCC(=O)N2c2ccccc2S3)cc1
Orbital gap, eV: 7.8950
Strongest force on any atom, eV/A: 0.7
Electronic energy, a.u.: -1754.92382


DFT (ωB97M-V/def2-TZVPD) results for C23H25N3O5S in the gas phase.

The geometry in XYZ format:
```
57
Properties=species:S:1:pos:R:3:lowdin_charge:R:1
S -0.28 1.15 -2.50 0.686
O -1.07 -2.35 -1.95 0.102
O -6.44 -3.10 0.28 0.065
O -0.21 1.46 -3.89 -0.275
O -0.67 -2.58 0.22 0.115
O 0.19 2.13 -1.56 -0.290
N 2.03 0.59 -0.06 0.119
N 0.66 -0.23 -2.26 -0.037
N -5.22 -1.62 -0.86 0.127
C 3.16 1.07 0.70 -0.310
C 0.84 -1.07 1.38 -0.047
C 1.31 -0.68 2.64 -0.011
C 0.47 -0.86 -1.00 -0.191
C -5.37 -2.55 0.14 -0.506
C -0.42 -2.83 2.51 0.009
C 3.77 3.73 -0.47 -0.196
C -4.16 -2.88 0.98 0.005
C -2.19 0.49 -0.68 -0.054
C -3.31 -0.23 -0.28 -0.002
C -3.85 -0.67 -2.58 0.006
C -0.47 -1.94 -0.98 -0.434
C -0.07 -2.15 1.35 -0.179
C 1.17 -0.42 0.12 -0.112
C -4.12 -0.85 -1.22 -0.227
C 4.34 1.29 -0.26 -0.139
C 2.56 3.51 0.42 -0.190
C 4.09 2.45 -1.23 -0.190
C -1.90 0.58 -2.03 -0.286
C 2.82 2.39 1.42 -0.146
C 0.95 -1.35 3.79 -0.074
C 0.09 -2.44 3.73 -0.064
C -2.72 0.02 -2.98 -0.045
H 2.33 4.43 0.97 0.113
H -4.11 -2.23 1.84 0.088
H 5.22 1.51 0.33 0.121
H -1.55 0.97 0.03 0.123
H 1.94 1.01 -0.97 0.091
H 3.26 2.21 -1.90 0.108
H 1.69 3.26 -0.19 0.088
H -1.12 -3.65 2.43 0.122
H 4.52 0.37 -0.82 0.119
H -4.27 -3.90 1.34 0.092
H 4.64 4.01 0.14 0.114
H -5.99 -1.62 -1.51 0.156
H 1.33 -1.02 4.74 0.106
H -3.24 -2.79 0.40 0.066
H -4.49 -1.13 -3.32 0.121
H 4.98 2.59 -1.85 0.113
H 0.45 -0.88 -3.00 0.120
H -0.19 -2.96 4.63 0.109
H -2.46 0.12 -4.02 0.121
H 3.58 4.54 -1.18 0.112
H -3.55 -0.30 0.77 0.116
H 3.46 0.30 1.42 0.137
H 1.94 2.25 2.05 0.107
H 3.67 2.65 2.06 0.121
H 1.95 0.18 2.73 0.088
```

Output
Relative energy (zero: lowest compared OMol25 entry of this formula, charge and spin), kJ/mol: 103.0
Lowest unoccupied orbital energy, Ha: -0.0033
SMILES: CC(=O)Nc1ccc(S(=O)(=O)Nc2c(NC3CCCCC3)c3ccccc3oc2=O)cc1
Orbital gap, eV: 8.2705
Strongest force on any atom, eV/A: 0.8
Electronic energy, a.u.: -1830.16082


DFT (ωB97M-V/def2-TZVPD) results for C23H25N3OS2 in the gas phase in a non-equilibrium geometry.

The geometry in XYZ format:
```
54
Properties=species:S:1:pos:R:3:lowdin_charge:R:1
S 5.17 -1.07 0.33 1.018
S 2.36 -0.47 1.27 0.944
O 1.74 1.13 -1.28 0.064
N 4.31 1.30 0.75 -0.054
N 5.57 1.45 0.37 -0.006
N -0.41 0.91 -0.53 0.070
C 1.43 1.09 1.08 -0.331
C -2.39 -0.10 -1.58 -0.056
C -3.40 1.28 1.58 -0.016
C -2.50 0.75 0.67 -0.128
C -1.99 3.20 1.90 -0.070
C -0.27 -2.54 2.03 -0.105
C -1.09 2.69 0.99 -0.011
C -0.98 1.59 -2.80 -0.010
C -0.95 0.42 -1.81 -0.446
C -0.80 -3.82 0.09 -0.073
C -0.07 -0.70 -2.36 -0.012
C 6.19 0.35 0.12 -0.645
C -2.69 -0.52 -0.12 -0.378
C -0.11 -3.68 1.28 -0.087
C -1.32 1.45 0.39 -0.179
C -1.77 -1.63 0.37 -0.166
C -1.10 -1.52 1.58 -0.031
C 7.60 0.26 -0.31 -0.089
C 0.94 1.09 -0.37 -0.506
C 3.92 0.07 0.78 -0.954
C -4.13 -1.05 -0.05 -0.021
C -3.14 2.49 2.20 -0.074
C -1.62 -2.80 -0.36 -0.051
H -0.55 -1.14 -3.24 0.092
H -0.69 -4.72 -0.50 0.105
H -3.85 2.88 2.92 0.102
H 0.25 -2.42 2.97 0.102
H -1.41 1.27 -3.75 0.089
H -1.57 2.41 -2.41 0.088
H 7.66 -0.20 -1.30 0.078
H 8.03 1.26 -0.35 0.082
H 0.63 1.07 1.82 0.068
H -3.10 0.69 -1.83 0.132
H 0.07 -1.48 -1.61 0.079
H 8.16 -0.36 0.38 0.076
H 0.03 1.94 -2.98 0.083
H -2.15 -2.93 -1.29 0.116
H -4.36 -1.39 0.96 0.093
H -1.23 -0.64 2.19 0.117
H 0.90 -0.32 -2.66 0.078
H -4.84 -0.27 -0.33 0.092
H -0.20 3.24 0.73 0.126
H 2.14 1.89 1.26 0.081
H -4.30 0.74 1.82 0.109
H -2.57 -0.93 -2.26 0.120
H 0.54 -4.47 1.63 0.103
H -4.26 -1.89 -0.73 0.085
H -1.80 4.15 2.37 0.105
```

Output
Lowest unoccupied orbital energy, Ha: 0.0234
SMILES: Cc1nnc(SCC(=O)N2c3ccccc3[C@](C)(c3ccccc3)CC2(C)C)s1
Orbital gap, eV: 9.0348
Strongest force on any atom, eV/A: 1.7
Electronic energy, a.u.: -1927.34174


DFT (ωB97M-V/def2-TZVPD) results for C23H25N5 in the gas phase.

The geometry in XYZ format:
```
53
Properties=species:S:1:pos:R:3:lowdin_charge:R:1
N -0.55 -0.85 -2.30 -0.180
N 1.82 -4.04 -0.89 0.033
N -0.86 3.02 -0.27 0.073
N -0.74 2.71 -1.55 -0.176
N 1.93 -4.63 -2.07 0.029
C 1.67 -0.59 0.18 -0.035
C 1.40 -2.75 -0.99 -0.178
C -0.03 1.52 -1.95 -0.108
C -0.23 2.09 3.00 -0.028
C 0.17 0.79 3.33 -0.187
C 1.55 -3.74 -2.96 -0.115
C -0.16 1.30 5.66 -0.087
C -2.32 -2.03 -3.68 -0.074
C -1.57 4.14 -0.23 -0.159
C 0.65 -1.29 -2.99 -0.143
C 1.16 -1.89 0.16 -0.165
C 1.36 0.26 1.22 -0.024
C -0.95 0.50 -2.64 -0.171
C -1.63 -1.81 -2.33 -0.238
C -0.58 2.98 4.00 -0.080
C 1.20 -2.52 -2.35 -0.166
C 0.07 -1.46 2.26 -0.017
C 0.37 -2.32 1.22 -0.017
C -0.55 2.59 5.33 -0.095
C -1.35 3.61 -2.35 -0.079
C 0.19 0.40 4.66 -0.038
C -1.91 4.56 -1.52 -0.071
C 0.54 -0.15 2.26 -0.175
H -0.13 0.99 6.69 0.101
H -1.61 -2.39 -4.42 0.064
H -0.89 3.98 3.74 0.099
H -1.35 3.52 -3.41 0.119
H -1.96 0.64 -2.25 0.130
H 1.39 -0.48 -2.92 0.115
H -3.11 -2.76 -3.57 0.072
H 1.77 1.27 1.23 0.122
H 0.48 -1.49 -4.06 0.122
H 2.07 -4.53 -0.05 0.161
H 0.51 -0.60 4.92 0.111
H -0.82 3.28 6.11 0.099
H 0.35 1.07 -1.03 0.096
H 1.54 -3.98 -4.00 0.106
H -0.57 -1.80 3.06 0.115
H -2.47 5.43 -1.80 0.086
H 2.33 -0.27 -0.61 0.121
H -1.23 -2.77 -1.98 0.112
H -2.76 -1.10 -4.04 0.065
H -2.38 -1.48 -1.59 0.119
H -0.04 -3.32 1.21 0.114
H -0.28 2.39 1.97 0.076
H -0.97 0.68 -3.72 0.122
H -1.80 4.60 0.71 0.095
H 0.81 1.80 -2.60 0.127
```

Output
Relative energy (zero: lowest compared OMol25 entry of this formula, charge and spin), kJ/mol: 115.9
Lowest unoccupied orbital energy, Ha: 0.0289
SMILES: CCN(CCn1cccn1)Cc1cn[nH]c1-c1ccc(-c2ccccc2)cc1
Orbital gap, eV: 9.0234
Strongest force on any atom, eV/A: 0.8
Electronic energy, a.u.: -1165.20021


Which formula does entry 1 have? C23H25N3O3